## a
{"formula": "C5H11OP", "method": "the ωB97M-V functional and the def2-TZVPD basis", "species": ["C", "C", "C", "C", "C", "O", "P", "H", "H", "H", "H", "H", "H", "H", "H", "H", "H", "H"], "coordinates": [[1.687, -0.398, 0.881], [0.624, -0.773, -0.017], [3.036, -1.186, 0.968], [-2.474, -1.813, 0.943], [-2.276, -0.062, -1.201], [1.447, 0.235, -0.342], [-1.809, -0.087, 0.555], [1.433, 0.054, 1.879], [0.533, -1.749, -0.585], [3.863, -0.798, 1.628], [3.498, -1.142, -0.116], [2.776, -2.176, 1.293], [-3.534, -1.610, 1.352], [-1.844, -2.254, 1.678], [-2.295, -2.438, -0.004], [-3.361, 0.236, -1.530], [-1.902, -0.991, -1.723], [-1.769, 0.862, -1.640]], "lowdin_charge": [-0.382, -0.246, -0.050, -0.384, -0.460, -0.029, 0.843, 0.142, 0.116, 0.077, 0.117, 0.051, 0.050, -0.015, 0.043, 0.064, 0.031, 0.032], "charge": 0, "homo_lumo_gap_ev": 8.5, "homo_energy_ev": -7.885}


## b
{"formula": "C5H11OP", "method": "the ωB97M-V functional and the def2-TZVPD basis", "species": ["C", "C", "P", "O", "C", "C", "C", "H", "H", "H", "H", "H", "H", "H", "H", "H", "H", "H"], "coordinates": [[-2.158, -1.340, 1.791], [-1.769, -0.762, 0.673], [-0.597, 0.666, 0.431], [-0.095, 1.263, 1.660], [0.622, 0.227, -0.874], [1.552, -0.863, -0.251], [1.346, 1.509, -1.197], [-2.934, -2.104, 1.841], [-2.065, -1.157, 2.827], [-2.308, -1.101, -0.262], [-1.476, 1.750, -0.359], [0.066, -0.128, -1.774], [1.865, -0.476, 0.755], [1.097, -1.916, -0.297], [2.382, -0.918, -0.859], [1.774, 1.874, -0.325], [0.615, 2.059, -1.758], [2.082, 1.415, -2.022]], "lowdin_charge": [-0.047, -0.268, 0.648, -0.379, -0.531, -0.106, -0.138, 0.057, 0.047, 0.084, 0.076, 0.121, 0.093, 0.102, 0.029, 0.056, 0.061, 0.095], "charge": 0, "homo_lumo_gap_ev": 10.8, "homo_energy_ev": -9.931}


## c
{"formula": "C5H11OP", "method": "the ωB97M-V functional and the def2-TZVPD basis", "species": ["C", "C", "C", "C", "P", "O", "C", "H", "H", "H", "H", "H", "H", "H", "H", "H", "H", "H"], "coordinates": [[-0.521, -0.187, 2.411], [-0.324, -0.157, 1.109], [-1.477, -0.228, 0.111], [-1.626, 1.236, -0.401], [1.247, 0.298, 0.334], [1.352, -0.969, -0.764], [2.038, -0.784, -1.928], [0.399, -0.133, 2.977], [-1.526, -0.289, 2.984], [-1.067, -0.879, -0.628], [-2.487, -0.409, 0.456], [-0.661, 1.461, -1.023], [-1.613, 2.004, 0.428], [-2.674, 1.374, -0.897], [2.030, -0.097, 1.471], [2.282, 0.256, -2.094], [1.603, -1.426, -2.737], [3.026, -1.071, -1.809]], "lowdin_charge": [-0.028, -0.551, -0.269, -0.152, 0.957, -0.451, -0.226, 0.027, 0.104, 0.076, 0.100, 0.061, 0.080, 0.094, -0.039, 0.061, 0.111, 0.046], "charge": 0, "homo_lumo_gap_ev": 9.8, "homo_energy_ev": -8.791}


Relative energies with respect to the most stable structure, expressed in kcal/mol: a 69.0; b 0.0; c 22.1.


## a
{"formula": "C7H9PS", "method": "the ωB97M-V functional and the def2-TZVPD basis", "species": ["C", "C", "C", "C", "C", "C", "C", "P", "S", "H", "H", "H", "H", "H", "H", "H", "H", "H"], "coordinates": [[-1.560, 2.235, -0.188], [-0.499, 2.777, 0.469], [-1.525, 0.917, -0.610], [0.648, 1.986, 0.760], [-0.384, 0.177, -0.336], [0.666, 0.650, 0.485], [1.763, -1.911, 0.407], [2.212, -0.185, 0.911], [-2.103, -2.700, 0.289], [-2.198, 2.950, -0.562], [-0.232, 3.777, 0.611], [-2.201, 0.352, -1.272], [1.426, 2.364, 1.291], [-0.416, -0.797, -0.856], [0.763, -2.072, 0.774], [2.583, -2.678, 0.584], [1.630, -1.999, -0.691], [-1.512, -3.011, 1.480]], "lowdin_charge": [-0.090, -0.063, -0.087, -0.142, -0.149, -0.509, -0.411, 0.933, 0.357, 0.081, 0.089, 0.111, 0.050, 0.058, -0.039, 0.046, 0.033, -0.268], "charge": 0, "homo_lumo_gap_ev": [8.5, 5.0], "homo_energy_ev": [-9.396, -7.498]}


## b
{"formula": "C7H9PS", "method": "the ωB97M-V functional and the def2-TZVPD basis", "species": ["C", "C", "C", "C", "C", "C", "C", "P", "S", "H", "H", "H", "H", "H", "H", "H", "H", "H"], "coordinates": [[3.059, 0.491, 0.174], [2.079, 1.449, -0.076], [2.777, -0.862, 0.458], [0.763, 1.037, -0.270], [1.478, -1.266, 0.284], [0.543, -0.333, -0.211], [-3.879, 0.120, 0.310], [-1.159, -0.995, -0.391], [-2.171, 0.741, 0.327], [4.124, 0.927, 0.248], [2.488, 2.530, -0.178], [3.445, -1.669, 0.780], [0.001, 1.663, -0.536], [1.358, -2.355, 0.515], [-4.526, 0.394, 1.095], [-4.042, -1.037, 0.401], [-4.507, 0.341, -0.480], [-1.833, -1.177, -2.448]], "lowdin_charge": [-0.098, -0.088, -0.097, -0.158, -0.148, -0.557, -0.520, 0.619, 0.475, 0.126, 0.137, 0.109, 0.022, 0.118, 0.002, 0.073, -0.009, -0.006], "charge": 0, "homo_lumo_gap_ev": 7.7, "homo_energy_ev": -8.081}


Relative energies with respect to the most stable structure, expressed in kcal/mol: a 2.9; b 0.0.


## a
{"formula": "C6H18N6O12", "method": "the ωB97M-V functional and the def2-TZVPD basis", "species": ["C", "N", "O", "O", "H", "H", "H", "C", "N", "O", "O", "H", "H", "H", "C", "N", "O", "O", "H", "H", "H", "C", "N", "O", "O", "H", "H", "H", "C", "N", "O", "O", "H", "H", "H", "C", "N", "O", "O", "H", "H", "H"], "coordinates": [[-1.491, -1.456, -3.425], [-2.855, -1.999, -3.165], [-3.405, -2.503, -4.116], [-3.308, -1.972, -2.053], [-1.089, -1.261, -2.436], [-1.463, -0.584, -4.069], [-0.885, -2.243, -3.866], [-2.094, -3.444, 1.191], [-0.923, -3.216, 0.316], [-1.067, -3.335, -0.873], [0.127, -2.925, 0.871], [-1.796, -3.981, 2.086], [-2.803, -3.990, 0.574], [-2.570, -2.534, 1.552], [2.778, -1.495, 1.224], [4.141, -1.062, 1.629], [4.802, -1.823, 2.278], [4.495, 0.024, 1.252], [2.073, -1.252, 2.010], [2.750, -2.541, 0.934], [2.555, -0.960, 0.307], [-2.874, 1.499, -2.023], [-3.011, 2.539, -0.961], [-3.549, 3.579, -1.241], [-2.598, 2.214, 0.137], [-1.952, 0.935, -1.894], [-2.730, 1.951, -3.004], [-3.744, 0.851, -2.009], [3.727, 3.610, 1.565], [2.556, 3.653, 2.482], [2.227, 2.596, 2.970], [2.023, 4.712, 2.712], [3.591, 2.698, 0.982], [4.667, 3.520, 2.092], [3.600, 4.431, 0.866], [-0.385, 0.747, 1.239], [0.514, 0.883, 0.076], [0.095, 0.609, -1.026], [1.624, 1.294, 0.277], [0.059, 1.416, 1.975], [-0.427, -0.289, 1.562], [-1.385, 1.105, 1.001]], "lowdin_charge": [0.034, -0.448, 0.071, 0.052, 0.060, 0.102, 0.105, 0.049, -0.423, 0.079, 0.043, 0.100, 0.101, 0.103, 0.024, -0.455, 0.080, 0.066, 0.098, 0.091, 0.078, 0.041, -0.415, 0.102, 0.034, 0.051, 0.103, 0.102, 0.046, -0.450, 0.044, 0.071, 0.069, 0.105, 0.097, 0.059, -0.421, 0.047, 0.063, 0.096, 0.089, 0.057], "charge": 0, "homo_lumo_gap_ev": 10.5, "homo_energy_ev": -10.963}


## b
{"formula": "C6H18N6O12", "method": "the ωB97M-V functional and the def2-TZVPD basis", "species": ["C", "N", "O", "O", "H", "H", "H", "C", "N", "O", "O", "H", "H", "H", "C", "N", "O", "O", "H", "H", "H", "C", "N", "O", "O", "H", "H", "H", "C", "N", "O", "O", "H", "H", "H", "C", "N", "O", "O", "H", "H", "H"], "coordinates": [[2.485, 2.821, 0.794], [1.308, 2.383, 1.544], [1.481, 1.925, 2.637], [0.247, 2.594, 0.946], [2.272, 3.812, 0.415], [2.656, 2.050, 0.039], [3.298, 2.925, 1.520], [-2.752, 1.964, 2.784], [-2.583, 0.483, 2.764], [-2.145, 0.106, 3.841], [-2.865, -0.184, 1.807], [-3.575, 2.137, 2.193], [-1.875, 2.448, 2.284], [-2.921, 2.331, 3.812], [1.719, 0.929, -4.270], [0.496, 0.698, -5.016], [-0.574, 0.911, -4.488], [0.569, 0.346, -6.191], [2.381, 1.401, -4.934], [2.080, -0.120, -4.050], [1.449, 1.580, -3.519], [-1.318, -2.345, -4.876], [-0.316, -2.477, -3.781], [0.784, -1.862, -3.906], [-0.572, -3.157, -2.807], [-0.927, -2.775, -5.800], [-1.512, -1.312, -5.089], [-2.282, -2.753, -4.646], [0.200, -1.965, 5.441], [1.193, -2.770, 6.242], [2.311, -2.995, 5.788], [0.882, -3.028, 7.383], [-0.617, -1.830, 6.144], [-0.127, -2.383, 4.502], [0.716, -1.077, 5.185], [-0.870, -0.090, -0.779], [0.580, -0.141, -0.480], [1.277, 0.360, -1.343], [1.034, -0.564, 0.580], [-1.017, -1.004, -1.441], [-1.157, 0.782, -1.371], [-1.412, -0.155, 0.144]], "lowdin_charge": [0.040, -0.448, 0.102, 0.024, 0.099, 0.095, 0.104, 0.048, -0.431, 0.052, 0.070, 0.059, 0.097, 0.111, 0.034, -0.455, 0.046, 0.052, 0.087, 0.118, 0.062, 0.051, -0.376, 0.014, 0.076, 0.112, 0.070, 0.092, 0.051, -0.437, 0.047, 0.056, 0.095, 0.095, 0.082, 0.055, -0.417, 0.025, 0.068, 0.111, 0.105, 0.055], "charge": 0, "homo_lumo_gap_ev": 10.3, "homo_energy_ev": -10.669}


Relative energies with respect to the most stable structure, expressed in kcal/mol: a 0.0; b 8.4.